164
Properties=species:S:1:pos:R:3 method="wB97M-V/def2-TZVPD" spin_multiplicity=1 total_charge=-1
C 0.121 -2.848 6.130
C 0.435 -1.819 5.353
C 1.067 -0.520 4.592
C 0.078 0.785 4.724
C 0.615 2.094 3.963
P -0.284 2.584 2.339
Br -0.625 0.419 1.669
C 1.443 2.474 1.462
C 2.435 3.705 1.762
C 3.835 3.285 2.497
C 5.056 3.179 1.407
C 6.247 2.360 2.183
C 6.177 0.754 1.896
C 7.230 -0.072 2.846
C 8.558 -0.500 2.018
C 8.347 -1.844 1.136
C 8.241 -3.196 2.021
C -1.996 2.756 3.195
C -3.236 1.995 2.537
C -3.720 0.634 3.308
C -5.200 0.313 2.658
C -3.977 0.826 4.886
C -4.524 -0.557 5.595
C -3.616 -1.847 5.273
C -3.953 -2.931 4.343
C -3.627 -2.955 2.765
C -4.711 -4.263 4.935
C -0.975 3.236 0.671
O -1.217 2.119 -0.274
C -2.139 2.514 -1.326
C -1.288 2.500 -2.725
H 0.111 -3.745 6.864
H 2.109 -0.284 5.063
H 1.269 -0.819 3.502
H -1.033 0.519 4.552
H 0.133 1.041 5.868
H 0.460 2.994 4.696
H 1.764 1.987 3.861
H -0.050 3.981 2.711
H 1.329 2.419 0.299
H 1.999 1.482 1.738
H 2.002 4.577 2.370
H 2.764 4.164 0.737
H 4.099 4.151 3.225
H 3.783 2.281 3.054
H 4.628 2.526 0.542
H 5.405 4.210 1.024
H 6.066 2.468 3.331
H 7.276 2.774 1.879
H 6.375 0.532 0.780
H 5.129 0.357 2.200
H 6.751 -1.064 3.227
H 7.539 0.520 3.787
H 8.784 0.352 1.255
H 9.412 -0.670 2.772
H 7.427 -1.780 0.430
H 9.282 -1.923 0.445
H 8.207 -3.013 3.161
H 7.301 -3.774 1.665
H 9.170 -3.855 1.792
H -1.960 2.599 4.353
H -2.242 3.900 3.099
H -3.194 1.769 1.415
H -4.159 2.712 2.661
H -3.078 -0.285 3.061
H -5.143 0.212 1.502
H -5.698 -0.616 3.114
H -5.816 1.287 2.851
H -2.984 1.064 5.454
H -4.739 1.663 5.095
H -5.634 -0.733 5.286
H -4.557 -0.363 6.745
H -2.617 -1.945 5.869
H -4.375 -2.257 2.233
H -2.568 -2.604 2.489
H -3.809 -4.013 2.304
H -5.584 -3.863 5.574
H -3.912 -4.832 5.559
H -5.105 -4.910 4.048
H -0.221 3.983 0.180
H -1.946 3.852 0.860
H -2.699 3.500 -1.139
H -2.910 1.643 -1.433
H -1.598 3.451 -3.297
H -0.146 2.463 -2.509
H -1.533 1.554 -3.357
O 2.019 -3.943 -2.321
P 2.808 -2.875 -3.092
O 1.699 -1.653 -2.905
C 1.211 -1.312 -1.610
C 1.993 -0.153 -1.027
O 2.344 -3.370 -4.604
C 2.065 -4.745 -4.844
C 0.570 -5.000 -4.758
O 3.771 -1.727 -3.932
C 4.649 -0.876 -3.217
C 5.467 -1.597 -2.165
H 1.237 -2.163 -0.927
H 0.165 -1.018 -1.731
H 3.013 -0.460 -0.785
H 1.526 0.209 -0.108
H 2.055 0.676 -1.741
H 2.620 -5.383 -4.151
H 2.420 -4.987 -5.849
H 0.129 -4.577 -3.854
H 0.360 -6.073 -4.784
H 0.058 -4.528 -5.604
H 4.084 -0.048 -2.788
H 5.331 -0.435 -3.951
H 4.827 -2.068 -1.412
H 6.135 -0.897 -1.657
H 6.069 -2.389 -2.621
O 2.043 -5.056 -11.691
P 1.953 -6.121 -10.588
O 0.363 -6.528 -10.855
C -0.083 -6.881 -12.158
C -0.085 -8.386 -12.339
O 1.707 -5.063 -9.339
C 2.273 -3.757 -9.394
C 1.242 -2.758 -9.891
O 1.943 -7.326 -9.364
C 2.218 -8.676 -9.692
C 3.417 -8.845 -10.602
H 0.520 -6.410 -12.937
H -1.104 -6.504 -12.259
H 0.937 -8.771 -12.363
H -0.569 -8.665 -13.279
H -0.607 -8.879 -11.513
H 3.173 -3.747 -10.015
H 2.585 -3.487 -8.381
H 0.743 -3.096 -10.800
H 1.709 -1.788 -10.085
H 0.459 -2.619 -9.138
H 1.324 -9.137 -10.116
H 2.415 -9.197 -8.750
H 3.273 -8.328 -11.557
H 3.591 -9.904 -10.809
H 4.314 -8.426 -10.138
O -7.482 8.318 4.531
P -6.304 7.585 5.189
O -6.997 6.075 5.180
C -7.529 5.532 3.979
C -6.514 4.635 3.299
O -6.686 7.999 6.747
C -7.339 9.235 7.010
C -8.837 9.021 7.144
O -4.929 6.831 5.889
C -3.937 6.246 5.062
C -3.532 7.120 3.894
H -7.862 6.311 3.289
H -8.406 4.941 4.256
H -5.683 5.224 2.906
H -6.967 4.097 2.462
H -6.102 3.907 4.005
H -7.107 9.972 6.237
H -6.941 9.628 7.950
H -9.246 8.436 6.318
H -9.361 9.980 7.188
H -9.058 8.464 8.061
H -4.274 5.263 4.729
H -3.061 6.073 5.693
H -4.382 7.333 3.237
H -2.757 6.627 3.301
H -3.146 8.080 4.248

***

22
Properties=species:S:1:pos:R:3 method="wB97M-V/def2-TZVPD" smiles=NC[C@H](N)CCO.O e_above_lowest_kj_mol=138.8 spin_multiplicity=1
N 1.024 -0.255 1.522
C 0.189 -0.771 0.451
C -1.045 0.150 0.226
C -0.931 1.075 -0.999
O -2.221 1.260 -1.631
C -0.241 -2.249 0.662
N 0.132 -3.089 -0.467
H 1.662 -0.946 1.893
H 0.510 0.139 2.299
H -2.901 0.885 -1.064
H 0.745 -0.721 -0.450
H -1.267 0.713 1.121
H -1.885 -0.507 0.030
H -0.708 2.082 -0.657
H -0.261 0.631 -1.724
H -1.289 -2.271 1.005
H 0.280 -2.641 1.537
H 0.088 -4.062 -0.227
H -0.378 -2.854 -1.300
H 3.352 3.733 0.636
H 2.886 3.177 -0.727
O 2.598 3.368 0.168

***

99
Properties=species:S:1:pos:R:3 method="wB97M-V/def2-TZVPD" spin_multiplicity=1 total_charge=+1
C -4.700 4.917 3.202
C -3.347 5.154 3.867
C -2.295 5.701 2.898
C -1.636 4.612 2.063
N -0.393 5.135 1.483
N 0.077 4.392 0.368
B -0.106 5.194 -0.932
O -1.343 5.296 -1.455
N 0.967 5.992 -1.444
C 2.296 5.388 -1.310
C 0.945 7.337 -0.848
C 0.647 3.218 0.610
N 1.135 2.856 1.830
P 1.878 4.114 2.888
O 3.436 3.814 2.529
Cl 1.662 3.182 4.707
C 1.559 1.397 1.714
C 0.453 0.608 2.417
S 3.145 0.951 2.527
C 1.693 1.219 0.154
C 1.355 -0.216 -0.260
C 1.854 -0.769 -1.599
C 1.366 -2.200 -1.834
C -0.127 -2.300 -2.121
O -0.490 -3.621 -2.483
C 3.114 1.599 -0.315
N 3.132 2.043 -1.709
C 4.378 1.723 -2.418
N 0.783 2.293 -0.359
C -0.235 2.067 -1.403
C -1.724 1.971 -1.046
C -2.221 1.026 0.012
N -2.593 2.602 -1.704
H -4.597 4.281 2.317
H -5.149 5.857 2.880
H -5.393 4.417 3.877
H -3.465 5.856 4.693
H -2.985 4.211 4.287
H -2.782 6.415 2.225
H -1.510 6.221 3.452
H -1.393 3.754 2.697
H -2.313 4.250 1.276
H -0.502 6.102 1.198
H -2.055 4.860 -0.966
H 2.979 5.871 -2.010
H 2.284 4.326 -1.554
H 2.712 5.519 -0.300
H -0.059 7.762 -0.895
H 1.603 8.000 -1.411
H 1.295 7.331 0.195
H 3.993 3.564 3.281
H -0.524 1.020 2.182
H 0.592 0.735 3.491
H 0.484 -0.459 2.205
H 2.709 -0.284 2.793
H 1.742 -0.872 0.524
H 0.276 -0.349 -0.239
H 2.946 -0.779 -1.613
H 1.527 -0.163 -2.449
H 1.884 -2.607 -2.704
H 1.627 -2.836 -0.983
H -0.720 -1.979 -1.257
H -0.371 -1.666 -2.979
H -0.842 -4.082 -1.710
H 3.489 2.415 0.314
H 3.790 0.755 -0.147
H 2.370 1.605 -2.206
H 5.194 1.612 -1.704
H 4.645 2.528 -3.102
H 4.309 0.794 -2.992
H -0.146 2.845 -2.168
H 0.052 1.149 -1.910
H -1.446 0.458 0.501
H -2.815 1.566 0.750
H -2.897 0.319 -0.472
H -2.186 3.176 -2.440
C 1.979 -9.017 0.068
O 0.575 -8.950 0.151
C 0.109 -7.925 1.005
C -1.236 -7.406 0.553
O -1.184 -6.566 -0.590
C -1.005 -7.187 -1.858
C -2.218 -7.916 -2.384
O -2.371 -9.170 -1.749
C -3.701 -9.635 -1.753
H 2.431 -9.285 1.030
H 2.223 -9.786 -0.661
H 2.404 -8.062 -0.266
H 0.827 -7.095 1.034
H 0.000 -8.319 2.026
H -1.621 -6.769 1.354
H -1.934 -8.232 0.409
H -0.133 -7.844 -1.864
H -0.806 -6.355 -2.537
H -2.087 -8.065 -3.465
H -3.111 -7.297 -2.228
H -4.378 -8.908 -1.288
H -3.724 -10.557 -1.177
H -4.055 -9.843 -2.769

***

Number 1: HOMO level -4.19 eV, E_tot -183122.4197 eV. Number 2: HOMO level -8.79 eV, E_tot -11449.2517 eV. Number 3: HOMO level -10.67 eV, E_tot -82883.4104 eV.